1.
ORCA calculation (the ωB97M-V functional and the def2-TZVPD basis) on a structure of composition C31H26BrN5O2Rh.

```
66
Properties=species:S:1:pos:R:3:forces:R:3
Rh -0.134440 0.562545 0.756352 -0.036 0.114 0.472
C -0.551251 1.352765 3.521670 0.088 -0.133 0.095
N 0.182672 1.961901 2.411892 -0.152 0.138 -0.055
C 1.631683 2.034197 2.580242 0.003 -0.154 0.003
C 2.394468 1.769156 1.296483 -0.203 -0.086 -0.202
C 3.731173 2.106690 1.231553 0.262 0.174 0.033
C 4.446458 1.924196 0.056853 -0.423 -0.011 -0.100
C 3.732933 1.486348 -1.049088 0.467 0.157 0.058
C 2.401105 1.163242 -0.909244 -0.358 -0.073 0.034
N 1.735236 1.213686 0.253983 0.704 0.134 0.078
C -0.421032 3.225282 1.912622 -0.006 -0.211 -0.201
C -0.753413 3.135675 0.434627 0.040 0.325 -0.172
C -2.007314 2.704059 -0.010099 -0.167 0.365 -0.310
C -2.260967 2.687625 -1.369451 0.007 0.092 0.240
C -1.262127 3.100335 -2.242852 0.009 -0.007 -0.038
C -0.072058 3.550111 -1.707592 0.029 0.021 -0.026
N 0.178974 3.603644 -0.399259 -0.087 0.159 0.280
C -1.775158 0.577570 3.072146 0.058 0.026 -0.635
C -2.771021 0.279557 3.977464 -0.388 -0.051 0.323
C -3.907249 -0.412746 3.575080 0.320 0.108 -0.573
C -4.005147 -0.735013 2.222228 -0.389 0.022 0.747
C -2.968907 -0.429334 1.373892 0.422 0.254 -0.483
N -1.832154 0.179086 1.771255 -0.426 -0.355 0.947
H -0.866164 2.104513 4.260978 0.008 -0.018 0.010
H 0.118359 0.659421 4.036939 0.010 -0.012 -0.122
H 1.935013 1.296979 3.327069 -0.042 -0.049 -0.082
H 1.938284 3.021404 2.954538 0.018 -0.022 0.033
H 4.206276 2.539764 2.104068 -0.004 -0.040 0.023
H 5.497854 2.167653 -0.004168 0.022 0.004 -0.004
H 4.197835 1.406845 -2.022397 -0.016 -0.067 0.002
H 1.816640 0.882248 -1.766643 -0.165 -0.305 -0.073
H 0.283618 4.051421 2.042822 -0.043 0.014 0.082
H -1.329070 3.438972 2.482500 0.022 -0.058 0.038
H -2.778829 2.427280 0.695533 0.072 -0.115 0.052
H -3.220269 2.354748 -1.743177 0.012 -0.048 -0.011
H -1.413663 3.085480 -3.312592 0.049 -0.074 -0.018
H 0.731851 3.900063 -2.347337 -0.049 0.008 -0.065
H -2.659923 0.586790 5.011233 0.037 0.059 -0.028
H -4.696742 -0.655949 4.271702 -0.004 -0.008 0.038
H -4.890362 -1.226150 1.842035 0.077 -0.055 -0.096
H -3.013901 -0.663272 0.318090 0.199 -0.123 -0.009
C -0.532386 -0.697069 -0.742812 -0.236 -0.809 1.494
C -0.988085 -2.023735 -0.642856 0.025 1.423 -0.539
C -1.521583 -2.748233 -1.758377 -0.089 -0.546 -0.042
C -1.923377 -4.058506 -1.630506 -0.016 0.314 -0.006
C -1.861354 -4.719277 -0.399442 -0.217 -0.468 0.208
C -1.379148 -4.022624 0.710801 -0.044 0.161 -0.136
C -0.944176 -2.719555 0.603959 0.089 -0.307 0.176
H -1.614372 -2.243507 -2.712945 -0.021 -0.110 -0.057
H -2.313916 -4.581759 -2.497796 -0.012 0.001 -0.031
H -2.187512 -5.747928 -0.302764 0.022 -0.014 -0.032
H -1.344238 -4.516936 1.676704 0.063 -0.026 0.025
H -0.524162 -2.196488 1.456490 0.014 -0.053 0.029
Br 4.025426 -3.600775 -5.345318 -0.066 0.012 0.075
C 3.048780 -3.015889 -3.806620 0.426 -0.338 -0.149
C 3.450818 -3.455033 -2.555558 -0.427 0.356 0.135
N 2.817916 -3.034489 -1.457657 0.740 -0.219 -0.256
C 1.795933 -2.203530 -1.571908 -0.498 0.284 0.016
C 1.300904 -1.715911 -2.805992 1.501 -0.970 -0.116
C 1.990692 -2.158385 -3.957331 -0.659 0.366 0.526
C 0.261563 -0.720789 -3.042976 -1.798 1.793 1.019
O -0.030803 -0.307519 -4.154989 0.438 -0.384 -0.271
O -0.402932 -0.119025 -1.995985 0.851 -0.459 -2.083
H 4.290252 -4.124630 -2.421022 -0.003 -0.065 -0.076
H 1.349437 -1.893195 -0.635337 -0.083 -0.014 -0.170
H 1.667055 -1.793997 -4.921711 0.018 -0.024 -0.028
```
Forces are in eV/Å.

Computed properties:
HOMO (spin up / spin down) (eV): -0.90 / -0.89
Largest force on an atom (eV/A): 2.74
Total charge: -1
Lowest unoccupied orbital energy (spin up / spin down) (eV): 2.4 / 2.4
E (eV): -117163.3742
ΔE to the lowest compared entry with this formula, charge and spin (eV): 0.000
Orbital gap (spin up / spin down) (eV): 3.263 / 3.253

2.
ORCA calculation (the ωB97M-V functional and the def2-TZVPD basis) on a cluster of 2 separate species, C3H9NO2 in total.

```
15
Properties=species:S:1:pos:R:3:forces:R:3
C 2.739500 0.221478 -1.051943 1.573 1.066 3.388
C 1.267328 0.014342 -0.970331 -1.378 0.060 5.086
O 0.695482 -0.732769 -1.936922 -2.301 -2.539 12.269
O 0.688666 0.202693 0.154516 1.970 -0.688 -5.327
H 3.198804 0.605368 -1.885041 0.334 0.965 -2.649
H 3.204234 -0.747864 -0.945571 -0.069 -0.569 0.152
H 3.259140 0.878637 -0.198512 -1.918 -1.446 -1.504
C -2.606937 -0.470690 1.258323 0.421 -0.252 -0.044
N -1.608263 0.495485 1.813004 -1.283 2.418 -0.515
H 0.787398 -0.537619 -2.728138 2.038 3.143 -11.685
H -1.011949 0.711340 1.002492 0.065 -0.270 0.938
H -2.067316 1.459461 1.987714 0.673 -2.120 -0.216
H -3.649425 -0.291710 1.608546 0.655 0.365 -0.505
H -2.371232 -1.467427 1.832437 -0.227 1.279 -2.165
H -2.525429 -0.340724 0.059425 -0.554 -1.413 2.777
```
Forces are in eV/Å.

Computed properties:
HOMO (eV): -8.63
Largest force on an atom (eV/A): 12.74
Total charge: 0
Lowest unoccupied orbital energy (eV): 0.4
E (eV): -8839.5147
ΔE to the lowest compared entry with this formula, charge and spin (eV): 3.441
Orbital gap (eV): 9.011

3.
ORCA calculation (the ωB97M-V functional and the def2-TZVPD basis) on a structure of composition C5H6O4Sr.

```
16
Properties=species:S:1:pos:R:3:forces:R:3
C -1.893872 -0.454612 -2.368127 0.011 -0.886 0.275
H -1.160439 -0.545092 -3.177622 -0.110 0.290 0.183
H -2.937522 -0.304168 -2.661610 0.285 0.011 0.018
C -1.537485 -0.588647 -1.078844 2.174 1.713 0.944
H -2.284670 -0.405795 -0.296395 0.047 -0.255 -0.154
H 0.787749 -0.139518 -1.247064 -0.256 -0.076 0.212
C 0.201907 -0.672655 -0.474771 -2.272 -0.367 -1.441
C 0.414553 -0.060555 0.842992 -0.874 0.028 0.144
O 1.326726 0.940040 0.888619 -0.231 0.176 -0.627
C 1.747376 1.398671 2.083039 -0.043 -0.448 0.985
O 1.767590 0.769406 3.104308 -0.127 0.176 -0.405
O 2.121832 2.650774 1.909166 0.363 0.486 -0.299
O 0.415529 -2.016539 -0.465604 -0.890 -2.051 -0.753
H -0.279980 -0.174013 1.676929 0.459 -0.064 -0.086
H 2.570502 2.975028 2.701591 -0.111 -0.144 0.120
Sr -1.259795 -3.372327 -1.436608 1.575 1.411 0.885
```
Forces are in eV/Å.

Computed properties:
HOMO (spin up / spin down) (eV): -10.35 / -12.20
Largest force on an atom (eV/A): 2.92
Total charge: +1
Lowest unoccupied orbital energy (spin up / spin down) (eV): -5.2 / -5.3
Expectation value of S²: 0.754
2S+1: 2
E (eV): -14298.6335
ΔE to the lowest compared entry with this formula, charge and spin (eV): 0.818
Orbital gap (spin up / spin down) (eV): 5.103 / 6.938

Which of these has the highest ΔE to the lowest compared entry with this formula, charge and spin? C3H9NO2

Among the records above, which one has the highest largest force on an atom? C3H9NO2